[1]
The following is a quantum chemistry calculation of a cluster of 2 separate species, C19H30ClF6N3O6PS in total, from the Open Molecules 2025 dataset.

```
67
Properties=species:S:1:pos:R:3:forces:R:3
C -3.93531 -1.54916 3.05031 0.290 0.288 -0.891
C -3.33558 -1.14370 1.89162 -0.294 -0.025 0.806
C -2.40217 -1.98784 1.09748 -1.567 -0.728 -1.239
N -2.27171 -1.53287 -0.26569 0.231 -0.744 0.476
C -3.12302 -2.11075 -1.24445 0.360 -0.426 0.398
S -4.86922 -1.52529 -1.16818 -0.177 0.255 -0.182
C -5.78361 -3.03186 -0.73237 -0.214 0.352 -0.038
C -7.10289 -2.61850 -0.05144 0.430 0.174 -0.271
C -1.32090 -0.57452 -0.57651 0.169 0.793 -1.014
N -1.14211 -0.17141 -1.92479 -0.455 0.604 0.553
C -2.05014 0.74912 -2.52316 0.168 -0.051 -0.333
F -1.46294 1.88098 -2.97119 -0.149 -0.067 0.125
F -2.63914 0.19793 -3.61344 0.022 0.084 0.088
F -3.04802 1.08597 -1.69383 0.162 -0.006 -0.125
C 0.29038 0.02264 -2.06000 0.890 -1.962 -0.556
P 0.87140 -1.66219 -2.70051 -0.258 -0.587 0.782
O 2.24652 -1.13451 -3.43209 -0.175 0.139 -0.188
O -0.22211 -1.86225 -3.90519 0.174 0.320 -0.253
C 0.85480 0.26658 -0.58735 -0.397 0.098 -0.948
C 1.94888 -0.74510 -0.21383 0.116 0.067 0.699
O 2.54749 -0.40811 1.05431 0.042 0.749 -0.367
C 3.92943 -0.38149 0.99507 0.559 -1.127 -0.043
C 4.60273 0.93960 1.11386 0.025 0.359 0.532
O 4.53607 -1.41852 0.86963 -0.411 0.544 -0.099
C 1.41015 1.70389 -0.63383 0.221 -0.095 0.216
F 2.53202 1.68009 -1.39454 -0.139 0.108 0.158
F 0.56417 2.57056 -1.21767 0.105 -0.102 0.131
F 1.74269 2.22274 0.55474 -0.173 0.052 -0.174
N -0.34593 0.06214 0.20038 -0.075 0.526 0.954
C -0.41586 0.47153 1.58623 0.109 -0.055 0.114
C -1.36687 1.63849 1.96389 0.288 0.512 -0.278
C -1.83800 2.53575 0.82146 -0.564 -0.033 0.248
Cl -0.45556 2.66550 3.16418 -0.077 -0.107 0.179
H -3.87103 -0.92327 3.93293 -1.422 0.610 -0.279
H -4.52006 -2.46257 3.07339 1.247 -0.849 0.620
H -3.56022 -0.16555 1.46446 1.198 0.612 0.739
H -1.42700 -2.09980 1.58600 -0.010 0.266 0.051
H -2.82684 -3.00410 1.06914 0.201 -0.145 0.012
H -2.72305 -1.98673 -2.24521 -0.007 0.287 -0.026
H -3.16220 -3.18705 -1.04905 -0.166 -0.071 -0.081
H -5.17564 -3.64313 -0.06730 0.084 -0.042 -0.003
H -6.00011 -3.57922 -1.64634 0.126 -0.242 0.060
H -7.93124 -2.67962 -0.75256 -0.144 -0.183 0.090
H -7.27560 -3.23250 0.82791 -0.261 -0.039 0.008
H -7.03889 -1.57445 0.25220 -0.036 -0.024 0.247
H 0.64949 0.69622 -2.83480 -0.341 0.583 0.233
H 2.80448 -1.91022 -3.54736 0.235 0.127 -0.087
H -0.41480 -2.80323 -3.94041 -0.111 -0.006 -0.117
H 2.73997 -0.79920 -0.95849 -0.076 -0.146 -0.171
H 1.45906 -1.70626 -0.07955 0.011 -0.111 -0.280
H 5.24274 0.92778 1.99612 0.055 -0.016 -0.011
H 5.27189 1.11087 0.27317 -0.041 -0.128 -0.107
H 3.93290 1.78052 1.22336 -0.137 -0.007 -0.069
H -0.65671 -0.36801 2.24556 -0.040 -0.099 -0.014
H 0.58501 0.75993 1.88561 0.068 -0.018 -0.090
H -2.22385 1.30163 2.53390 0.055 -0.191 0.052
H -2.92512 2.47093 0.75097 -0.028 -0.073 -0.130
H -1.61764 3.57670 1.03784 0.176 0.033 -0.106
H -1.43191 2.25816 -0.14062 0.154 -0.004 0.001
O 6.58780 3.07624 2.16396 0.333 0.022 -0.345
C 7.66062 2.59387 1.68047 -0.835 -1.428 2.312
C 8.13049 3.51731 0.22130 0.757 1.190 -2.072
O 9.18580 3.00944 -0.26515 -0.331 0.051 0.278
H 7.63096 1.55455 1.28608 -0.188 0.278 -0.591
H 8.58177 2.65980 2.29466 0.108 0.622 -0.290
H 8.18193 4.54243 0.64360 0.177 -0.254 0.467
H 7.19137 3.45304 -0.36887 -0.047 -0.513 0.237
```
Positions in Å, forces in eV/Å.

Results
* HOMO level: -1.01 eV
* charge: -1
* energy above the lowest of the compared OMol25 structures with the same formula, charge and spin: 0.000 eV
* frontier orbital gap: 1.42 eV
* DFT total energy: -3156.37296 hartree

Atom charges from the natural (NBO) analysis, given in e for atoms 1 to 6: number 1, C, carries -0.479; number 2, C, carries -0.143; number 3, C, carries -0.296; number 4, N, carries -0.436; number 5, C, carries -0.324; number 6, S, carries 0.143

[2]
The following is a quantum chemistry calculation of a cluster of 7 separate species, C19H30ClN4O6S in total, from the Open Molecules 2025 dataset.

```
61
Properties=species:S:1:pos:R:3:forces:R:3
Cl -23.90086 -14.62062 -7.12047 0.469 0.923 -1.568
O -23.16072 -14.91207 -8.32114 0.176 -0.796 -0.129
O -24.99352 -15.55336 -6.92845 0.190 0.078 0.090
O -22.99367 -14.68779 -5.99828 -0.268 0.107 0.335
O -24.42485 -13.27869 -7.32309 -0.292 -0.250 1.009
C -27.26434 -14.17233 -9.46604 0.807 1.084 1.600
O -27.88326 -13.34361 -10.43493 -0.081 -0.856 -1.141
H -27.99486 -14.55891 -8.75040 0.052 -0.035 0.012
H -26.61305 -14.99623 -9.76062 -0.584 -0.007 -1.168
H -26.53300 -13.53522 -8.95031 -0.214 -0.235 0.518
H -28.07660 -12.49571 -10.03812 0.073 0.023 0.227
N -26.35071 -13.70993 -4.76889 1.258 0.802 -0.034
C -25.50242 -13.33946 -3.73870 -1.646 -0.100 -0.505
C -26.34910 -12.98907 -2.71246 1.127 -0.173 1.133
C -27.68314 -13.20469 -3.09121 -0.390 0.585 -0.212
C -27.65381 -13.52369 -4.42533 0.321 -1.172 -0.373
H -25.99693 -13.91432 -5.69178 -0.280 -0.037 -0.024
H -24.43595 -13.35417 -3.85997 0.064 0.005 0.012
H -26.03420 -12.64863 -1.73409 0.014 -0.128 -0.070
H -28.52256 -13.12965 -2.41933 -0.167 0.203 -0.269
H -28.36864 -13.77080 -5.19454 -0.388 0.054 0.387
N -20.06639 -13.52174 -7.06791 0.395 0.558 0.018
C -19.18524 -13.29763 -8.09114 0.016 -0.633 -0.295
C -18.09976 -12.60945 -7.61529 -0.716 0.810 0.106
C -18.43162 -12.23314 -6.27635 0.371 -0.535 -0.029
C -19.60535 -12.86610 -5.96068 -0.005 -0.009 0.264
H -20.91955 -14.05398 -7.11557 -0.155 -0.003 -0.037
H -19.41757 -13.60043 -9.09978 0.088 -0.286 0.095
H -17.23971 -12.31663 -8.19349 -0.037 0.117 -0.021
H -17.87331 -11.59733 -5.60823 0.135 -0.168 0.024
H -20.07471 -12.95742 -4.99549 -0.280 0.091 -0.140
N -23.88301 -17.71524 -4.91316 0.497 -0.665 0.408
C -24.05020 -19.06361 -5.14264 -0.633 0.407 -0.712
C -23.90064 -19.74242 -3.97135 0.487 -0.065 0.186
C -23.47021 -18.78856 -3.03081 -0.322 0.213 1.101
C -23.52181 -17.54390 -3.59686 0.514 -0.426 -0.275
H -23.86682 -17.01488 -5.63624 -0.161 0.175 0.093
H -24.26811 -19.42823 -6.13470 -0.178 0.111 0.048
H -24.06644 -20.77922 -3.73309 0.126 -0.131 -0.413
H -23.17919 -19.00324 -2.01099 -0.146 0.125 -0.035
H -23.19936 -16.62582 -3.13832 -0.238 0.286 -0.389
N -25.07976 -19.67068 -11.53050 0.230 0.158 0.910
C -24.24202 -18.62484 -11.84223 -0.361 -0.094 -0.687
C -24.19064 -17.78419 -10.77106 -0.235 0.458 0.398
C -24.99523 -18.33805 -9.73578 0.181 -0.407 -0.598
C -25.49759 -19.51748 -10.23320 -0.195 0.236 0.593
H -25.36239 -20.43523 -12.10807 0.201 -0.055 -0.235
H -23.84593 -18.54184 -12.84113 0.094 0.077 0.073
H -23.73364 -16.81034 -10.69321 0.281 -0.134 -0.192
H -25.15627 -17.89078 -8.76945 -0.035 -0.134 0.082
H -26.06827 -20.26566 -9.70647 -0.157 -0.036 -0.274
C -22.32181 -11.88522 -10.17251 -1.511 0.449 0.291
S -23.29787 -10.54776 -10.91228 -0.497 0.028 -0.493
O -23.21066 -10.63894 -12.41152 0.150 -0.053 0.678
C -24.92053 -11.23814 -10.48587 -0.382 -0.158 0.640
H -22.76092 -12.00925 -9.17717 0.345 0.059 0.137
H -21.29730 -11.54181 -10.11559 0.214 -0.452 -0.227
H -22.59984 -12.78900 -10.71206 0.720 -0.076 -0.232
H -25.74078 -10.67468 -10.92801 0.371 0.083 -0.581
H -25.14654 -11.17919 -9.41641 0.588 -0.047 0.110
H -24.96987 -12.28866 -10.77178 -0.004 0.055 -0.218
```
Positions in Å, forces in eV/Å.

Results
* HOMO level: -5.79 eV
* charge: -1
* frontier orbital gap: 8.36 eV
* DFT total energy: -2270.57899 hartree

Atom charges from the natural (NBO) analysis, given in e for atoms 1 to 6: number 1, Cl, carries 2.527; number 2, O, carries -0.876; number 3, O, carries -0.867; number 4, O, carries -0.871; number 5, O, carries -0.877; number 6, C, carries -0.267

[3]
The following is a quantum chemistry calculation of a structure of composition C19H30FN12NaO3Si, from the Open Molecules 2025 dataset.

```
67
Properties=species:S:1:pos:R:3:forces:R:3
Na 0.91559 1.30580 0.12128 -0.607 -0.218 -0.920
C -3.41610 -2.77618 -0.66210 -0.077 -0.086 -0.018
N -2.49975 -1.86277 -1.29587 0.005 0.065 0.111
C -2.62437 -1.71459 -2.72666 -0.024 -0.016 -0.120
C -1.75575 -0.92843 -0.61935 -0.098 -0.109 0.113
O -1.18993 -0.02497 -1.18520 0.120 0.222 -0.107
C -1.68942 -1.01643 0.89981 0.001 -0.019 -0.240
O -0.42259 -0.52943 1.25135 0.093 -0.011 0.406
C -0.33372 -0.33013 2.63609 -0.072 -0.024 0.079
C 0.90149 0.50616 2.91182 -0.003 0.097 0.138
O 1.72294 0.71502 2.03594 0.364 -0.150 0.166
N 1.03164 1.01452 4.15826 -0.040 -0.077 0.026
C 2.02836 2.04250 4.39682 -0.020 0.061 0.021
C -0.01829 0.89842 5.15129 -0.080 0.074 0.092
H -3.57492 -3.62713 -1.32880 0.016 0.009 0.031
H -4.39499 -2.32151 -0.45898 0.008 0.014 -0.018
H -3.01556 -3.16784 0.26953 -0.023 0.016 -0.005
H -2.44921 -2.67645 -3.21472 0.008 -0.005 0.007
H -1.88208 -0.99838 -3.06614 0.018 -0.031 0.009
H -3.62291 -1.35612 -3.00634 -0.001 0.015 0.009
H -1.82449 -2.02444 1.30630 0.018 0.004 -0.116
H -2.47912 -0.35569 1.28608 0.056 0.013 0.048
H -0.26391 -1.29117 3.17478 0.019 0.037 -0.039
H -1.21586 0.21121 2.99234 0.017 -0.045 0.027
H 2.61687 2.19705 3.49746 0.012 0.000 -0.004
H 2.68309 1.75259 5.22302 0.010 0.000 0.004
H 1.52464 2.97852 4.65063 0.010 0.000 0.008
H -0.43673 -0.10691 5.16606 -0.009 -0.016 -0.020
H -0.81611 1.62747 4.97200 0.047 -0.043 0.034
H 0.42235 1.08319 6.13274 -0.009 -0.008 -0.011
C 0.00524 -4.08771 0.25963 0.056 0.052 0.033
Si 1.36885 -4.02704 -1.04214 0.072 0.089 -0.015
C 2.93613 -4.66977 -0.17529 -0.046 -0.093 -0.020
C 0.90109 -5.37430 -2.29829 -0.013 -0.086 0.083
N 1.47417 -2.48392 -1.65789 -0.149 -0.042 0.080
C 2.28973 -1.98695 -2.58533 0.116 0.103 -0.145
C 3.29729 -2.69027 -3.30625 -0.007 -0.076 0.003
C 4.09169 -2.10713 -4.28332 -0.013 0.039 0.003
C 3.95149 -0.76812 -4.61808 -0.006 -0.011 0.014
C 2.98857 -0.02266 -3.93027 0.033 0.079 0.017
C 2.21960 -0.61385 -2.96561 -0.195 -0.101 0.094
F 1.28973 0.15482 -2.32986 0.217 0.025 -0.042
H -0.16100 -5.10634 0.61895 -0.013 -0.053 0.050
H -0.92430 -3.70826 -0.16490 -0.004 -0.023 -0.054
H 0.26876 -3.45035 1.10807 0.004 0.008 0.008
H 2.69123 -5.38135 0.61948 0.012 -0.038 0.004
H 3.48439 -3.83873 0.26899 0.008 0.066 0.041
H 3.60597 -5.17093 -0.87785 0.046 -0.007 -0.028
H 0.81265 -6.34827 -1.80572 -0.014 -0.050 -0.025
H 1.64738 -5.45967 -3.08922 0.051 0.004 -0.048
H -0.05560 -5.14183 -2.77032 -0.061 0.019 -0.018
H 3.43705 -3.74083 -3.07169 0.004 -0.019 0.011
H 4.83659 -2.71617 -4.78658 0.011 -0.002 -0.010
H 4.57388 -0.30232 -5.37120 0.006 -0.004 -0.008
H 2.83898 1.03293 -4.12186 0.015 0.015 -0.008
N 0.64780 4.24769 2.03256 -0.009 0.028 0.076
C -0.46017 3.42528 2.16583 0.184 0.091 -0.033
N -1.21418 3.47637 3.26523 -0.058 0.037 -0.083
N -2.20748 2.60469 3.00781 -0.017 -0.068 0.101
N -2.03056 2.06244 1.84569 -0.090 -0.003 -0.107
N -0.91353 2.55981 1.26529 -0.031 0.040 0.191
C 1.75633 4.04629 1.20736 -0.230 0.094 0.179
N 2.93916 4.52800 1.56776 0.012 -0.008 -0.054
N 3.73723 4.20610 0.52971 0.118 0.071 0.038
N 3.06362 3.57211 -0.36809 0.005 -0.082 -0.165
N 1.76770 3.45257 0.02089 0.239 0.129 0.163
H 0.89597 4.70775 2.89328 -0.010 0.011 -0.036
```
Positions in Å, forces in eV/Å.

Results
* HOMO level: -1.32 eV
* charge: -2
* frontier orbital gap: 5.41 eV
* DFT total energy: -2176.59004 hartree

Atom charges from the natural (NBO) analysis, given in e for atoms 1 to 6: number 1, Na, carries 0.903; number 2, C, carries -0.405; number 3, N, carries -0.446; number 4, C, carries -0.411; number 5, C, carries 0.686; number 6, O, carries -0.587

The lowest DFT total energy belongs to which entry?
C19H30ClF6N3O6PS

Which value of HOMO level does entry 2 give?
-5.79 eV

Which of these has the lowest DFT total energy?
C19H30ClF6N3O6PS

The lowest DFT total energy belongs to which entry?
C19H30ClF6N3O6PS